The following is a DFT calculation (ωB97M-V with the def2-TZVPD basis set) of a single C6H6 molecule.

molecular weight: 78.114 g mol⁻¹
relative energy (zero: lowest compared OMol25 entry of this formula, charge and spin): 83.4 kcal per mole
HOMO: -9.57 eV
SMILES: C#CCC#CC
calculated total energy: -232.0934 a.u.
LUMO level: 0.980 eV
F_max: 0.54 eV/Å

```
12
C6H6 ωB97M-V with the def2-TZVPD basis set
C 2.109 -0.759 1.452
C 1.156 -0.435 0.389
C 0.367 -0.167 -0.481
C -0.587 0.161 -1.551
C -1.971 0.298 -1.074
C -3.108 0.416 -0.699
H 2.110 0.016 2.224
H 1.855 -1.711 1.928
H 3.125 -0.840 1.053
H -0.550 -0.616 -2.326
H -0.283 1.096 -2.039
H -4.115 0.520 -0.359
```